1.
DFT (the ωB97M-V functional and the def2-TZVPD basis) results for 4 unconnected molecules or ions with the total composition C2H14NO3 in a non-equilibrium geometry.

Cartesian coordinates (Å):
C  0.597  -0.784  2.493
C  -0.258  -0.017  1.511
N  0.693  0.668  0.526
H  -0.035  -1.161  3.301
H  1.063  -1.683  2.068
H  1.452  -0.312  2.964
H  -0.718  -0.801  0.903
H  -0.984  0.692  1.888
H  1.370  0.000  0.152
H  1.313  1.294  1.043
H  0.172  1.067  -0.253
H  -4.105  0.201  -3.432
H  -2.783  0.874  -3.334
O  -3.488  0.532  -2.750
H  -2.601  0.867  0.216
H  -2.225  0.569  -1.272
O  -1.867  0.833  -0.410
H  4.325  -0.595  -2.548
H  4.041  -1.606  -1.457
O  4.037  -0.637  -1.610

Summary:
LUMO (spin up / spin down) = -6.649 / -15.512 eV
highest occupied orbital energy (spin up / spin down) = -0.7195 / -0.6465 Ha
orbital gap (spin up / spin down) = 12.930 / 2.080 eV
energy = -9912.2558 eV
spin multiplicity = 2
charge = +2

2.
DFT (the ωB97M-V functional and the def2-TZVPD basis) results for 4 unconnected molecules or ions with the total composition C2H14NO3S2 in a non-equilibrium geometry.

Cartesian coordinates (Å):
N  -2.015  -0.340  -0.369
C  -1.425  1.015  -0.064
C  -0.036  1.320  -0.703
S  0.820  2.520  0.468
S  2.573  2.099  1.396
H  -2.730  -0.723  0.128
H  -1.401  -1.119  -0.339
H  -2.224  -0.362  -1.445
H  -1.474  1.025  1.049
H  -2.047  1.715  -0.644
H  0.628  0.437  -0.662
H  -0.117  1.836  -1.736
H  2.346  1.611  2.613
H  0.059  -2.237  -1.943
H  -0.425  -1.393  -3.144
O  -0.716  -1.689  -2.291
H  -2.152  -3.702  0.371
H  -1.834  -3.216  1.721
O  -2.110  -2.893  0.803
H  -0.140  -5.086  -0.572
H  1.048  -4.199  -0.942
O  0.208  -4.183  -0.648

Summary:
LUMO = -3.070 eV
highest occupied orbital energy = -0.4543 Ha
orbital gap = 9.293 eV
energy = -31596.6410 eV
charge = +1

3.
DFT (the ωB97M-V functional and the def2-TZVPD basis) results for 5 unconnected molecules or ions with the total composition C2H14NO4 in a non-equilibrium geometry.

Cartesian coordinates (Å):
C  1.504  -0.905  0.161
C  2.484  -1.406  -0.580
N  0.527  0.002  -0.220
H  1.174  -1.323  1.097
H  2.674  -2.484  -0.399
H  2.766  -0.930  -1.590
H  0.017  0.106  0.721
H  0.788  0.962  -0.451
H  -0.164  -0.265  -1.002
H  -0.246  -0.376  3.391
H  1.264  -0.175  3.040
O  0.412  -0.089  2.686
H  -5.423  1.164  -0.291
H  -5.049  0.011  0.550
O  -4.775  0.351  -0.300
H  -2.210  0.039  -2.608
H  -2.982  0.318  -1.410
O  -2.119  -0.043  -1.651
H  3.831  1.472  -0.912
H  3.110  2.123  0.338
O  3.086  1.431  -0.288

Summary:
LUMO (spin up / spin down) = 0.341 / 0.247 eV
highest occupied orbital energy (spin up / spin down) = -0.0979 / -0.2837 Ha
orbital gap (spin up / spin down) = 3.004 / 7.967 eV
energy = -11976.2202 eV
spin multiplicity = 2

4.
DFT (the ωB97M-V functional and the def2-TZVPD basis) results for 5 unconnected molecules or ions with the total composition C2H14NO4 in a non-equilibrium geometry.

Cartesian coordinates (Å):
C  1.353  -0.500  0.233
C  1.825  -0.620  1.445
N  -0.053  -0.057  0.019
H  1.778  -0.673  -0.735
H  2.795  -1.020  1.721
H  1.310  -0.321  2.355
H  -0.753  -0.116  0.759
H  -0.050  0.939  -0.217
H  -0.364  -0.663  -0.723
H  -3.484  -0.891  -0.063
H  -2.985  -1.548  1.166
O  -2.778  -0.793  0.595
H  -0.365  2.967  1.872
H  -1.649  2.392  1.471
O  -0.737  2.112  1.616
H  -0.122  -2.516  -2.561
H  0.894  -3.388  -1.801
O  0.317  -2.617  -1.710
H  1.234  1.961  -2.434
H  1.172  2.959  -1.211
O  0.662  2.394  -1.797

Summary:
LUMO = -2.775 eV
highest occupied orbital energy = -0.5333 Ha
orbital gap = 11.737 eV
energy = -11974.7314 eV
charge = +1

5.
DFT (the ωB97M-V functional and the def2-TZVPD basis) results for 5 unconnected molecules or ions with the total composition C2H14NO5 in a non-equilibrium geometry.

Cartesian coordinates (Å):
O  1.455  1.411  1.934
C  0.951  0.347  2.164
C  0.110  -0.431  1.083
N  0.185  0.278  -0.231
H  0.968  -0.168  3.163
H  0.611  -1.368  0.900
H  -0.946  -0.583  1.342
H  -0.289  1.097  -0.429
H  1.229  0.493  -0.452
H  -0.288  -0.289  -1.012
H  2.398  1.227  -2.233
H  2.398  2.700  -2.380
O  1.774  2.007  -2.166
H  -3.101  0.472  3.434
H  -2.293  -0.809  3.904
O  -2.328  -0.047  3.283
H  -1.684  1.044  -3.152
H  -2.251  0.746  -1.673
O  -1.609  0.477  -2.307
H  1.522  -2.457  -1.893
H  0.500  -3.532  -1.842
O  0.686  -2.615  -1.435

Summary:
LUMO (spin up / spin down) = -10.291 / -14.182 eV
highest occupied orbital energy (spin up / spin down) = -0.6809 / -0.6809 Ha
orbital gap (spin up / spin down) = 8.236 / 4.346 eV
energy = -14007.6054 eV
spin multiplicity = 2
charge = +2

6.
DFT (the ωB97M-V functional and the def2-TZVPD basis) results for 5 unconnected molecules or ions with the total composition C2H14O4 in a non-equilibrium geometry.

Cartesian coordinates (Å):
C  -2.790  -0.897  -0.865
C  -2.292  0.704  -1.151
H  -3.841  -0.896  -0.751
H  -2.517  -1.600  -1.672
H  -2.439  -1.287  0.058
H  -3.181  1.205  -0.707
H  -2.156  0.854  -2.225
H  -1.424  0.935  -0.547
H  0.053  -1.821  -0.389
H  -0.522  -1.484  -1.819
O  0.095  -1.976  -1.342
H  1.932  2.574  2.245
H  3.249  2.006  2.955
O  2.253  1.767  2.665
H  0.721  0.142  1.471
H  1.249  -1.507  1.442
O  0.740  -0.766  1.144
H  1.016  0.344  -0.327
H  2.082  0.529  -1.156
O  1.447  1.120  -0.778

Summary:
LUMO = 0.449 eV
SMILES string = CC.O.O.O.O
highest occupied orbital energy = -0.3981 Ha
orbital gap = 11.281 eV
energy = -10489.7681 eV